The following is a DFT calculation (wB97M-V/def2-TZVPD) of a molecular structure, C32H57Cl2KN4O6SbSi3 in a non-equilibrium geometry.

Positions of all 106 atoms, in Å:
K 1.361 -0.360 1.059
Cl 3.759 -2.918 6.557
C 3.222 -1.626 5.517
C 4.109 -0.570 5.230
C 3.698 0.452 4.428
Cl 4.789 1.733 4.037
C 2.368 0.530 3.854
O 1.994 1.529 3.204
C 1.530 -0.616 4.128
C 0.236 -0.716 3.529
O -0.255 0.045 2.699
C 1.972 -1.650 4.977
H 5.106 -0.570 5.648
H -0.355 -1.596 3.861
H 1.307 -2.479 5.193
N 2.157 0.127 -2.949
C 2.442 -1.294 -3.165
C 2.872 -2.018 -1.893
C 1.854 -2.037 -0.743
O 2.252 -2.406 0.380
O 0.680 -1.642 -0.964
H 2.107 0.608 -3.838
H 2.894 0.566 -2.408
H 3.235 -1.440 -3.914
H 1.534 -1.767 -3.546
H 3.788 -1.574 -1.491
H 3.095 -3.061 -2.130
N -2.146 2.616 1.105
C -2.010 4.059 0.916
C -1.895 4.457 -0.570
C -0.566 4.108 -1.273
N -0.448 2.671 -1.515
C 0.617 4.626 -0.440
C 0.558 4.182 1.025
N 0.768 2.723 1.084
C -0.780 4.594 1.669
H -3.005 2.266 0.704
H -2.138 2.364 2.089
H -0.076 2.264 0.694
H -2.899 4.577 1.310
H -2.006 5.545 -0.608
H -2.729 4.021 -1.131
H -0.564 4.669 -2.221
H 0.485 2.407 -1.821
H -1.100 2.363 -2.226
H 0.618 5.717 -0.486
H 1.560 4.278 -0.873
H 1.376 4.654 1.572
H 0.945 2.350 2.032
H 1.612 2.361 0.525
H -0.841 5.684 1.674
H -0.805 4.254 2.709
O 4.073 2.765 -0.702
C 3.815 1.694 -0.141
O 2.642 1.274 0.139
C 4.939 0.757 0.251
C 6.251 1.041 -0.108
C 7.274 0.177 0.251
C 6.995 -0.976 0.976
C 5.685 -1.272 1.324
C 4.665 -0.407 0.964
H 6.454 1.949 -0.660
H 8.295 0.396 -0.038
H 7.800 -1.639 1.269
H 5.446 -2.180 1.863
H 3.644 -0.641 1.231
C -5.040 1.192 -0.132
Si -4.331 -0.051 -1.411
C -4.191 0.966 -3.023
C -5.848 -1.174 -1.705
Sb -1.856 -0.735 -0.872
Si -1.761 -2.378 -2.850
C -0.700 -3.937 -2.640
C -1.127 -1.382 -4.345
C -3.438 -3.066 -3.465
Si -2.533 -2.524 0.827
C -3.234 -1.607 2.337
C -1.059 -3.575 1.389
C -3.901 -3.767 0.353
H -6.084 1.421 -0.358
H -4.501 2.143 -0.125
H -5.006 0.781 0.881
H -5.117 1.494 -3.265
H -3.950 0.308 -3.863
H -3.386 1.704 -2.951
H -6.705 -0.577 -2.025
H -6.131 -1.702 -0.791
H -5.659 -1.928 -2.471
H 0.112 -3.753 -1.939
H -0.260 -4.237 -3.595
H -1.294 -4.773 -2.261
H -0.374 -0.657 -4.026
H -1.943 -0.831 -4.819
H -0.678 -2.032 -5.100
H -4.043 -3.479 -2.655
H -3.279 -3.855 -4.204
H -4.020 -2.273 -3.942
H -2.543 -0.823 2.654
H -3.393 -2.292 3.174
H -4.192 -1.136 2.101
H -0.107 -3.116 1.106
H -1.088 -4.565 0.928
H -1.059 -3.709 2.473
H -4.863 -3.267 0.223
H -4.013 -4.518 1.139
H -3.665 -4.289 -0.577

The calculation puts the total energy at -123903.005 eV. For the gap between HOMO and LUMO, the calculation gives 7.3 eV. The value obtained for the HOMO energy is -5.23 eV. Its total charge is -1.

Results of the Mulliken charge analysis, in e, for atoms 1 through 8: number 1, K, carries 0.81; number 2, Cl, carries -0.28; number 3, C, carries 0.22; number 4, C, carries -0.64; number 5, C, carries 0.52; number 6, Cl, carries -0.22; number 7, C, carries -0.66; number 8, O, carries -0.70

The following is a DFT calculation (wB97M-V/def2-TZVPD) of a molecular structure, C32H57N2O2P2Pt in a non-equilibrium geometry.

Positions of all 96 atoms, in Å:
C 2.263 -1.344 -0.899
C 1.567 0.727 -1.884
C 3.251 -1.553 -1.846
C 2.359 0.357 -3.003
C 3.254 -0.723 -2.961
H 3.955 -2.372 -1.724
H 2.223 0.980 -3.882
H 3.956 -0.917 -3.794
N 1.486 -0.248 -0.904
P 0.294 -2.388 0.836
P 0.190 2.312 -0.068
C 2.049 -2.394 0.175
H 2.263 -3.408 -0.228
H 2.701 -2.196 1.053
C -1.047 -0.055 2.017
O -1.762 -0.144 2.943
C 0.960 1.956 -1.648
H 0.968 2.632 -2.529
C -1.659 3.080 -0.078
C 1.600 3.556 0.436
C -0.602 -3.595 -0.358
C 0.483 -3.260 2.509
C -2.819 2.184 0.419
H -2.810 2.032 1.505
H -3.767 2.702 0.170
H -2.850 1.208 -0.081
C -1.739 4.352 0.774
H -1.509 4.131 1.826
H -1.080 5.153 0.417
H -2.779 4.725 0.739
C -1.935 3.346 -1.551
H -2.870 3.910 -1.684
H -1.138 3.913 -2.038
H -2.032 2.380 -2.053
C 1.383 4.109 1.852
H 1.210 3.293 2.560
H 2.300 4.643 2.146
H 0.548 4.819 1.911
C 2.930 2.774 0.372
H 2.825 1.807 0.876
H 3.266 2.626 -0.663
H 3.704 3.306 0.951
C 1.593 4.702 -0.594
H 1.557 4.322 -1.624
H 0.753 5.387 -0.423
H 2.511 5.302 -0.457
C -0.907 -3.698 3.004
H -0.802 -4.072 4.033
H -1.609 -2.852 3.023
H -1.333 -4.510 2.403
C 1.082 -2.289 3.538
H 2.038 -1.866 3.208
H 0.397 -1.471 3.780
H 1.270 -2.852 4.466
C 1.435 -4.468 2.444
H 2.422 -4.194 2.050
H 1.571 -4.834 3.472
H 1.041 -5.302 1.858
C -0.258 -3.256 -1.815
H 0.781 -3.520 -2.052
H -0.898 -3.862 -2.476
H -0.422 -2.201 -2.057
C -2.113 -3.453 -0.110
H -2.469 -2.441 -0.336
H -2.634 -4.163 -0.775
H -2.380 -3.693 0.929
C -0.238 -5.075 -0.156
H 0.841 -5.260 -0.232
H -0.629 -5.487 0.781
H -0.721 -5.637 -0.971
Pt 0.083 0.010 0.581
N -2.771 -0.630 -1.492
C -3.072 -0.645 -2.614
C -2.933 -0.194 -4.063
C -1.881 0.978 -4.160
C -2.194 -1.336 -4.796
C -4.361 0.242 -4.441
H -2.144 1.876 -3.595
H -0.876 0.697 -3.765
H -1.731 1.307 -5.213
H -2.493 -2.362 -4.542
H -2.179 -1.249 -5.891
H -1.141 -1.269 -4.470
H -4.447 0.591 -5.472
H -5.124 -0.528 -4.263
H -4.686 1.075 -3.802
C 3.114 1.322 4.582
C 1.829 1.225 3.836
C 0.587 1.517 4.617
O 1.806 0.912 2.627
H 3.308 2.361 4.867
H 3.931 0.966 3.955
H 3.061 0.730 5.499
H -0.271 1.720 3.973
H 0.351 0.641 5.238
H 0.761 2.371 5.282

The calculation puts the total energy at -63001.692 eV. For the gap between HOMO and LUMO (alpha / beta), the calculation gives 4.6 / 7.7 eV. The multiplicity is 3. The calculation puts the energy relative to the best compared isomer or geometry (same formula, charge and spin) at 0.0 kcal per mole. The expectation value of S² is 2.0214. The value obtained for the HOMO energy (alpha / beta) is -6.72 / -11.65 eV. Its total charge is +1.

Results of the Mulliken charge analysis, in e, for atoms 1 through 8: number 1, C, carries 0.49; number 2, C, carries 1.42; number 3, C, carries -0.60; number 4, C, carries -0.84; number 5, C, carries -1.23; number 6, H, carries 0.58; number 7, H, carries 0.51; number 8, H, carries 0.40